Record 1
# C2H5MnNO3Si

C2H5MnNO3Si as an isolated structure at a distorted geometry (the ωB97M-V functional and the def2-TZVPD basis, the Open Molecules 2025 dataset).

```
13
Properties=species:S:1:pos:R:3:mulliken_charge:R:1
O -1.9149 -0.6277 -1.6838 -0.41
C -1.5904 -1.2450 -0.5393 0.01
C -0.1025 -1.1443 0.1959 -0.39
Si -0.0644 0.5608 1.1026 0.37
O 1.1545 1.6823 0.4577 -0.07
N 1.3244 1.2957 -0.8404 0.23
O 0.8660 2.1871 -1.5631 -0.24
H -2.4128 -1.8634 0.0254 0.32
H -0.0665 -2.0062 1.0126 0.37
H 0.7803 -1.3268 -0.5511 0.18
H 0.0947 0.3622 2.5506 -0.02
H -1.3713 1.2258 0.8662 0.04
Mn 3.3028 0.8994 -1.0332 1.61
```

The calculation puts the HOMO energy (spin up / spin down) at -0.6204 / -0.6079 Ha. As for the total charge: +2. As for the expectation value of S²: 8.771. Its frontier orbital gap (spin up / spin down) is 4.02 / 3.35 eV. The LUMO energy (spin up / spin down) is -12.864 / -13.196 eV. As for the multiplicity: 6. As for the relative energy (zero: lowest compared OMol25 entry of this formula, charge and spin): 28.72 kcal per mole. As for the total energy: -1799.1986 hartree.



Record 2
# C2H3FN4

One molecule with the formula C2H3FN4 at a distorted geometry (the ωB97M-V functional and the def2-TZVPD basis, the Open Molecules 2025 dataset).

```
10
Properties=species:S:1:pos:R:3:mulliken_charge:R:1
C 1.3270 1.0559 -0.1284 -0.17
C 0.2521 0.0243 -0.0686 0.55
H 2.0305 0.7977 0.6562 0.21
H 1.7792 0.9439 -1.1499 0.22
H -1.7792 -2.0527 -0.9407 0.24
N -0.2477 -0.4141 1.1420 -0.26
N -1.1528 -1.3874 0.8562 -0.36
N -1.1620 -1.4264 -0.4700 0.34
N -0.2435 -0.6793 -1.1363 -0.51
F 0.9041 2.3534 -0.0141 -0.26
```

The calculation puts the HOMO energy at -0.4142 Ha. Its frontier orbital gap is 11.95 eV. The LUMO energy is 0.678 eV. As for the relative energy (zero: lowest compared OMol25 entry of this formula, charge and spin): 28.82 kcal per mole. As for the total energy: -396.8469 hartree. The SMILES is FCc1nn[nH]n1.



Record 3
# C36H29FN5O3S2Zn

C36H29FN5O3S2Zn as an isolated structure (the ωB97M-V functional and the def2-TZVPD basis, the Open Molecules 2025 dataset).

```
77
Properties=species:S:1:pos:R:3:mulliken_charge:R:1
Zn -0.4933 -1.1565 0.0062 0.65
N -4.3213 -3.0341 0.0483 -0.03
C -4.0579 -3.5319 -1.2208 0.66
C -4.8159 -4.2878 -2.1084 -1.17
C -4.2195 -4.5931 -3.3152 -0.46
C -2.9161 -4.1679 -3.6280 -0.70
C -2.1675 -3.4227 -2.7417 -0.57
C -2.7617 -3.1036 -1.5223 0.02
N -2.2688 -2.3677 -0.4584 0.22
C -3.2195 -2.3482 0.4378 0.43
C -3.0241 -1.5959 1.6740 -0.45
C -3.8232 -1.4243 2.7577 -0.21
S -3.0390 -0.4227 3.8982 -0.14
C -1.7071 -0.2665 2.8472 -0.19
N -1.8235 -0.9295 1.7367 0.16
H -5.1662 -3.1601 0.5770 0.22
H -5.8163 -4.6237 -1.8713 0.42
H -4.7673 -5.1819 -4.0385 0.42
H -2.4902 -4.4449 -4.5828 0.45
H -1.1571 -3.1058 -2.9618 0.47
H -4.7997 -1.8356 2.9522 0.42
H -0.8322 0.3210 3.0837 0.34
C 6.1799 -1.6820 3.4718 -1.35
C 6.1440 -0.9729 2.1243 -0.24
C 6.9978 0.2848 2.0678 -1.07
C 6.4620 1.3457 3.0182 -1.20
C 4.9933 1.5789 2.7810 1.04
C 4.3975 2.7628 3.1471 -0.71
C 3.0416 2.9704 2.9054 0.03
F 2.5015 4.1422 3.2836 -0.36
C 2.2614 2.0362 2.2926 -1.02
C 2.8404 0.8177 1.9094 0.55
C 2.0075 -0.1889 1.2501 1.16
O 0.7905 0.0934 1.0492 -0.34
C 2.6472 -1.4047 0.8939 -0.29
C 3.9825 -1.5442 1.1885 -0.29
N 4.7471 -0.6252 1.7773 0.10
C 4.1982 0.5891 2.1614 -0.13
C 2.0207 -2.6299 0.2245 0.35
O 2.7467 -3.5911 0.0415 -0.73
O 0.7778 -2.5795 -0.1022 -0.67
H 7.2066 -1.9431 3.7287 0.39
H 5.5930 -2.5997 3.4367 0.39
H 5.7740 -1.0527 4.2644 0.37
H 6.4748 -1.6614 1.3464 0.50
H 6.9982 0.6698 1.0455 0.36
H 8.0257 0.0243 2.3193 0.44
H 7.0020 2.2834 2.8867 0.48
H 6.6213 1.0402 4.0555 0.36
H 4.9750 3.5485 3.6175 0.55
H 1.2161 2.2202 2.0922 0.40
H 4.4552 -2.4823 0.9229 0.57
N -0.9175 0.1354 -1.4740 -0.29
S -2.4116 0.6609 -1.6089 0.81
C -2.5372 2.2218 -0.7371 0.18
C -1.5261 2.5615 0.1476 -0.22
C -1.6480 3.7327 0.8875 -0.58
C -2.7690 4.5343 0.7445 -0.59
C -3.7816 4.1725 -0.1375 -0.65
C -3.6729 3.0103 -0.8818 -0.43
C -2.6718 1.1683 -3.2904 0.29
C -2.1583 2.3573 -3.7941 -0.36
C -2.3219 2.6365 -5.1404 -0.73
C -2.9894 1.7367 -5.9633 -0.46
C -3.4974 0.5532 -5.4489 -0.63
C -3.3394 0.2610 -4.1018 -0.28
H -0.2314 0.8066 -1.8084 0.29
H -0.6600 1.9182 0.2576 0.18
H -0.8603 4.0182 1.5727 0.52
H -2.8574 5.4466 1.3189 0.41
H -4.6547 4.8012 -0.2485 0.41
H -4.4541 2.7291 -1.5774 0.48
H -1.6509 3.0582 -3.1430 0.43
H -1.9305 3.5580 -5.5496 0.41
H -3.1128 1.9626 -7.0140 0.40
H -4.0174 -0.1427 -6.0930 0.42
H -3.7202 -0.6648 -3.6875 0.38
```

The calculation puts the HOMO energy at -0.3923 Ha. As for the total charge: +1. Its frontier orbital gap is 8.28 eV. The LUMO energy is -2.391 eV. As for the relative energy (zero: lowest compared OMol25 entry of this formula, charge and spin): 0.00 kcal per mole. As for the total energy: -4564.2924 hartree.



Record 4
# C6H7O5S

A 2-piece molecular cluster, C6H7O5S overall at a distorted geometry (the ωB97M-V functional and the def2-TZVPD basis, the Open Molecules 2025 dataset).

```
19
Properties=species:S:1:pos:R:3:mulliken_charge:R:1
C 2.1389 -0.8427 -0.0827 1.45
C 1.0702 -0.2865 -0.2181 -1.13
C -0.7212 1.2917 0.6879 0.53
C 3.3050 -1.5720 0.1982 -1.46
C -1.7395 2.3270 0.2310 -1.02
C -0.2117 0.1868 -0.1981 0.54
O -0.7316 -2.1022 1.1629 -0.66
O -0.2476 1.2985 1.7994 -0.58
O -2.4956 -0.4507 0.9106 -0.67
O -1.9386 -1.8059 -1.0326 -0.69
O -0.6579 0.6421 -2.0544 -0.64
S -1.4703 -1.2028 0.2302 1.22
H 3.6150 -1.5289 1.2159 0.32
H 3.2138 -2.5657 -0.3859 0.27
H 4.1746 -1.1092 -0.3966 0.32
H -1.2536 3.2828 -0.0584 0.34
H -2.3498 1.8656 -0.6697 0.23
H -2.4267 2.6146 1.0518 0.33
H -1.2735 -0.0426 -2.3912 0.31
```

The calculation puts the HOMO energy at -0.2044 Ha. As for the total charge: -1. Its frontier orbital gap is 8.87 eV. The LUMO energy is 3.313 eV. As for the relative energy (zero: lowest compared OMol25 entry of this formula, charge and spin): 57.19 kcal per mole. As for the total energy: -1007.1425 hartree.